# 1
33
Properties=species:S:1:pos:R:3 method="wB97M-V/def2-TZVPD" total_energy_ev=-74602.030 homo_energy_ev="-5.95 / -5.95" total_charge=-1 lumo_energy_ha="0.1003 / 0.0914" multiplicity=3
Ni 0.5449 -0.6295 -0.6545
O -0.9759 -1.6191 0.2524
O -1.4239 -3.6592 1.1027
O 1.3835 0.1963 0.8542
O -2.9046 2.8396 -0.8007
O 1.8699 -0.3469 -2.1553
O 2.0352 1.5855 2.4541
O 3.5686 -1.4220 -3.1762
O -3.1833 4.6110 0.6281
N 1.1794 -2.4398 -0.8617
C 0.5276 -3.3875 -0.2120
C 1.2610 1.2546 1.5666
C -0.7417 -2.8614 0.4792
C 2.2166 -2.6342 -1.6545
C -1.9061 2.8188 0.1522
C 2.6263 -1.3557 -2.4033
C -3.8643 3.7361 -0.2655
C 0.9862 -4.6903 -0.2890
C -1.1832 4.1407 2.0238
C -2.0714 3.8901 1.0079
C -0.1142 3.2516 2.1521
C 0.0589 2.1645 1.3036
C 2.7345 -3.9107 -1.7821
C -0.8593 1.9430 0.2713
C 2.1113 -4.9351 -1.0730
H 2.4945 -5.9453 -1.1516
H 0.6218 3.3818 2.9328
H 0.4650 -5.4758 0.2390
H -1.3087 4.9838 2.6893
H -4.6210 3.1693 0.2931
H -0.7984 1.1170 -0.4279
H 3.5846 -4.0853 -2.4257
H -4.3139 4.3141 -1.0695

---

# 2
22
Properties=species:S:1:pos:R:3 method="wB97M-V/def2-TZVPD" total_energy_ev=-10897.876 homo_energy_ev="-7.45 / -7.51" lumo_energy_ha="-0.0078 / -0.0231"
N -0.4544 -1.5693 0.4565
N 2.7414 -0.4361 0.5734
N -0.3650 1.2251 1.5015
C -2.4178 1.3171 0.2131
C -1.2242 0.8673 0.5625
C 1.7857 0.5417 0.1367
C 0.8948 0.1183 -0.9739
C -1.3926 -0.7423 -1.5651
C -0.5560 -0.4877 -0.4861
H 1.3474 -0.6797 -1.5606
H 2.3453 -1.3605 0.6904
H -1.4001 -0.0914 -2.4259
H 0.9547 0.9194 0.9962
H -0.4018 0.6198 2.3201
H 3.2238 -0.1717 1.4221
H -2.9325 2.0532 0.8153
H -0.3095 -2.4671 0.0160
H -2.0761 -1.5785 -1.5539
H 0.6621 0.9543 -1.6310
H -2.9125 0.9046 -0.6549
H 2.2691 1.5018 -0.0504
H 0.2182 -1.4383 1.1981

---

# 3
52
Properties=species:S:1:pos:R:3 method="wB97M-V/def2-TZVPD" total_energy_ev=-31658.022 homo_energy_ev=-9.12 lumo_energy_ha=0.0268
O -1.7923 -3.0677 0.0472
O -3.1660 0.9652 -1.4702
O -0.2477 -0.9419 2.3973
N 1.4571 0.8580 -3.1616
N 0.9482 1.9276 -2.5571
N -1.3842 -0.8046 -0.1772
N 0.6704 -0.1378 -2.9240
N 0.6215 -1.4921 3.3545
C -0.1875 1.6108 -1.9021
C -1.6819 -4.1759 3.1803
C -1.4274 -0.7339 -1.6756
C 2.7066 3.2945 -1.4916
C 1.6586 3.1959 -2.5871
C -2.8253 -0.2659 -2.0847
C -1.1097 -2.0868 -2.3063
C -0.3801 0.2691 -2.1535
C 3.4480 4.6227 -1.5302
C -1.5156 -1.9807 0.5167
C -0.6584 -3.2623 2.5306
C 0.4094 -2.7388 3.4527
C 4.5032 4.7265 -0.4376
C -1.8325 0.4296 0.4786
C -1.2196 -1.9363 2.0236
C -3.1939 0.8259 -0.0622
C 1.2042 -3.5930 4.3762
H -0.1913 -2.4994 -1.8962
H -0.7701 2.3626 -1.4061
H 5.0266 5.6820 -0.4790
H -1.2158 -5.0889 3.5529
H 2.7311 5.4440 -1.4290
H 2.0944 -3.0676 4.7145
H -3.5140 1.7854 0.3454
H -2.1756 -3.6773 4.0177
H 3.9196 4.7451 -2.5102
H -1.8772 0.2861 1.5505
H -0.9499 -1.9349 -3.3710
H 2.1182 3.2761 -3.5719
H 4.0513 4.6348 0.5518
H 0.9179 3.9917 -2.4930
H 1.4987 -4.5179 3.8779
H -2.1608 -1.7130 2.5472
H -2.4361 -4.4567 2.4462
H -1.9153 -2.7950 -2.1499
H -1.1089 1.2231 0.3138
H -0.1767 -3.8031 1.7095
H -3.5499 -1.0420 -1.7998
H 5.2460 3.9331 -0.5371
H 3.4109 2.4666 -1.6086
H 2.2237 3.1643 -0.5179
H -2.8725 -0.1049 -3.1609
H -3.9367 0.0628 0.2168
H 0.6077 -3.8651 5.2497

---

# 4
13
Properties=species:S:1:pos:R:3 method="wB97M-V/def2-TZVPD" total_energy_ev=-9269.496 homo_energy_ev=-8.80 lumo_energy_ha=0.0219
O -1.4667 -0.0732 -0.6896
N 2.8267 -0.0639 0.2016
N -1.4305 2.2320 0.1819
C 0.4458 0.7206 0.0136
C -0.8675 1.1424 -0.0136
C -1.3434 -1.3264 -0.0533
C 1.6300 0.4897 0.2780
H 2.9105 -0.9936 -0.1915
H -1.4027 -1.2454 1.0356
H -0.3947 -1.8117 -0.3231
H 3.6245 0.5474 0.1354
H -2.1507 -1.9485 -0.4235
H -2.3814 2.3306 -0.1514

---

# 5
57
Properties=species:S:1:pos:R:3 method="wB97M-V/def2-TZVPD" total_energy_ev=-36173.453 homo_energy_ev=-9.17 lumo_energy_ha=0.0210
O 1.0331 4.0901 -1.7186
O 1.2951 -1.5668 1.1626
N 3.3554 2.2453 -4.5646
N 1.8930 0.6408 1.2044
N 4.4395 2.1507 -0.2039
N 5.0940 3.1308 -0.8041
N 4.5087 -0.1332 1.6784
N 6.4947 1.5754 -0.7776
N 0.4201 2.1469 -0.7488
N 6.3136 2.8175 -1.1492
C 5.3453 1.1817 -0.2059
C 2.1012 -0.7105 1.4543
C 3.4803 -1.1242 1.9587
C 4.4971 -0.2292 3.9949
C 1.9449 2.0945 -2.6333
C 1.0444 1.4407 2.1076
C 3.6159 0.9493 -4.4384
C -0.3178 2.7472 0.3527
C 3.4812 -1.2687 3.5001
C 3.0715 0.1345 -3.4485
C 5.4271 -0.0682 2.8051
C 3.4019 -1.3320 -3.3862
C -0.3287 1.7821 1.5359
C 2.5299 2.7965 -3.6771
C 2.2226 0.7342 -2.5333
C -1.7290 3.1214 -0.0804
C 5.1114 -0.1830 0.3597
C 4.5163 4.4363 -1.0694
C 1.0921 2.8681 -1.6655
H 2.3203 3.8533 -3.7941
H 0.9082 0.9233 3.0612
H -2.2725 2.2363 -0.4164
H -0.9233 2.2327 2.3341
H 4.4777 -1.4864 -3.2822
H 1.5878 2.3633 2.3244
H 2.7953 1.0999 1.1159
H 6.0737 -0.7104 0.3640
H 6.1797 -0.8726 2.7651
H -1.6943 3.8414 -0.8971
H 3.6783 4.5804 -0.3954
H 0.6329 1.1684 -0.6528
H 4.0149 0.7248 4.2136
H 3.0873 -1.8409 -4.2984
H 0.2046 3.6651 0.6430
H 5.0178 -0.5536 4.8950
H 5.2799 5.1905 -0.9054
H 2.4921 -1.1301 3.9359
H 1.8036 0.1214 -1.7426
H 2.9015 -1.8127 -2.5455
H 4.1578 4.4821 -2.0952
H 5.9653 0.8821 2.8017
H 4.4522 -0.7386 -0.3121
H 4.2966 0.5298 -5.1743
H 3.6955 -2.0894 1.4862
H -0.8399 0.8560 1.2495
H -2.2824 3.5679 0.7481
H 3.8076 -2.2733 3.7661

---

# 6
24
Properties=species:S:1:pos:R:3 method="wB97M-V/def2-TZVPD" total_energy_ev=-10012.231 homo_energy_ev=-12.66 total_charge=+1 lumo_energy_ha=-0.1155
O -1.4509 -1.0738 3.3484
N -2.2802 -0.0609 0.2399
C -1.1284 0.2484 -0.7142
C -1.5254 1.4160 -1.6349
C 2.2686 -0.5822 -0.0860
C 1.3600 0.2388 -0.5785
C 0.0926 0.6578 0.1377
C 3.5492 -0.9387 -0.8013
H 2.1791 -1.0124 0.9095
H 4.3483 -1.2471 -0.1389
H 1.4204 0.6058 -1.5997
H -1.9740 1.1990 -2.5980
H -1.1180 -1.9138 3.6678
H -2.3050 1.9745 -1.1041
H -2.7488 -0.9438 0.0351
H 0.1189 1.7190 0.3772
H -1.4354 -0.4233 4.0545
H -0.8952 -0.6597 -1.2475
H -2.0106 -0.0956 1.2322
H 0.0716 0.0279 1.0348
H -3.0120 0.6380 0.0916
H -0.6860 2.0979 -1.7296
H 3.8019 -0.0909 -1.4267
H 3.3594 -1.7811 -1.4691

---

# 7
67
Properties=species:S:1:pos:R:3 method="wB97M-V/def2-TZVPD" total_energy_ev=-99239.045 homo_energy_ev=-1.49 total_charge=-2 lumo_energy_ha=0.1483
Pd 0.3227 -0.0341 1.3078
S -0.5035 -0.3527 3.6449
S 2.7033 0.8592 1.2240
S 3.5059 -1.5019 -0.5153
S 0.6793 -2.5815 1.2919
S 4.3527 -2.5122 -3.1963
O 0.4522 -0.7136 -1.4162
N 2.4850 -6.5916 5.4913
N 0.9797 -3.9730 8.3136
N 3.8929 0.0818 -2.3913
N 3.4663 0.9023 -1.3510
C 1.4124 -4.3299 4.8231
C 4.7314 2.2007 -5.9313
C 0.3964 -0.1645 -2.7201
C 0.9052 -3.4405 5.7800
C 0.2553 -1.8815 4.0019
C -2.5572 -0.5782 0.8301
C 1.3283 -3.9935 3.4808
C -6.0046 0.9112 1.3915
C 0.9522 -3.7443 7.1846
C 3.9662 -1.2455 -2.1527
C -6.8133 -0.0285 0.7630
C -0.7285 3.9340 1.5804
C 5.1371 0.2986 -4.5004
C 5.4003 1.0175 -5.6581
C -4.8449 -1.2930 0.2061
C 0.7431 -2.8055 3.0155
C 2.0121 -5.5821 5.2011
C -0.7707 2.5463 1.6188
C 0.3499 -2.2445 5.3493
C -0.9847 0.3658 -3.0583
C -4.0162 -0.3414 0.8045
C 3.5184 1.9644 -3.8628
C 3.7917 2.6699 -5.0228
C 3.2312 0.1937 -0.2843
C -6.2232 -1.1396 0.1769
C -1.5559 4.6202 0.7053
C -1.6467 1.7973 0.8268
C -2.4052 3.8990 -0.1326
C -4.6281 0.7545 1.4197
C -2.4378 2.5152 -0.0753
C -1.5532 0.2972 0.8863
C 4.1851 0.7687 -3.6036
H 2.8066 2.3339 -3.1405
H -6.4497 1.7695 1.8814
H -3.0467 4.4178 -0.8352
H -3.1085 1.9675 -0.7285
H 4.9431 2.7549 -6.8374
H -4.3889 -2.1665 -0.2462
H -7.8892 0.0967 0.7456
H -0.1456 -1.4633 -1.3257
H 3.2647 3.5971 -5.2123
H -6.8368 -1.8957 -0.2990
H 1.1239 0.6474 -2.7167
H -1.5302 5.7027 0.6543
H 6.1445 0.6407 -6.3494
H -0.0298 4.4602 2.2179
H -0.1109 2.0293 2.3089
H 1.7213 -4.6827 2.7452
H -0.0350 -1.5556 6.0902
H -2.2735 -1.6278 0.8405
H -1.7223 -0.4411 -3.0675
H -0.9884 0.8399 -4.0438
H -1.2982 1.0995 -2.3147
H 0.7305 -0.9000 -3.4628
H -4.0166 1.4758 1.9435
H 5.6534 -0.6248 -4.2946

---

# 8
18
Properties=species:S:1:pos:R:3 method="wB97M-V/def2-TZVPD" total_energy_ev=-7426.917 homo_energy_ev=-10.19 lumo_energy_ha=0.0355
O 2.9061 -0.2525 0.1169
C -1.2281 0.8038 -1.3199
C -1.6668 -1.0568 0.3290
C 1.8197 0.4257 -0.4927
C 0.5593 0.1837 0.3467
C -0.6089 -0.3335 -0.5031
H -1.2048 -1.8045 0.9838
H -2.2321 -0.3589 0.9591
H -0.1879 -1.0701 -1.2036
H 3.6338 -0.2661 -0.5159
H -2.3822 -1.5765 -0.3191
H 0.2582 1.0989 0.8750
H -1.9334 0.4289 -2.0699
H 2.0372 1.4999 -0.5930
H -0.4628 1.3898 -1.8441
H 0.8244 -0.5523 1.1143
H -1.7747 1.4905 -0.6602
H 1.6554 0.0342 -1.5098

---

# 9
24
Properties=species:S:1:pos:R:3 method="wB97M-V/def2-TZVPD" total_energy_ev=-16640.063 homo_energy_ev=-10.09 lumo_energy_ha=-0.0018
O -0.1246 0.8792 0.6229
O 0.2666 -1.6914 1.6343
O -0.5875 -0.1853 -2.2073
O 3.1575 0.6606 -0.0543
O -1.3318 -2.2609 -0.4377
O -3.9033 1.4744 0.2899
O 1.3934 3.3818 0.5096
O 2.0678 -1.5745 -0.5010
H -1.1303 -2.9948 -1.0182
H 3.8702 0.9263 -0.6354
H -4.4513 0.7685 -0.0530
H -4.1040 1.5012 1.2255
H 2.5787 1.4222 -0.0208
H -0.2838 -1.0298 -1.8745
H 0.1472 -2.4654 2.1846
H -0.0641 0.4615 -1.7341
H -0.2257 -1.8858 0.8367
H -1.0444 1.0282 0.4039
H -2.2677 -2.1048 -0.5642
H -0.1160 0.0251 1.0549
H 0.9814 2.6050 0.8878
H 1.0839 3.4007 -0.3960
H 1.5481 -1.5992 0.3025
H 2.5397 -0.7429 -0.4561

---

# 10
9
Properties=species:S:1:pos:R:3 method="wB97M-V/def2-TZVPD" total_energy_ev=-83598.107 homo_energy_ev=-11.27 lumo_energy_ha=-0.0196
Br 2.4796 -0.0616 0.0363
F -0.9260 -0.6458 -1.9694
F -0.0285 -2.2439 -0.7644
O -0.5242 2.0278 -0.3013
O 0.5351 1.5088 -2.1833
N 0.1045 1.3811 -1.0537
N 0.2971 -1.0890 -1.4236
C 0.6004 -0.0180 -0.3980
H -0.2084 -0.0285 0.3784

---

# 11
15
Properties=species:S:1:pos:R:3 method="wB97M-V/def2-TZVPD" total_energy_ev=-18087.505 homo_energy_ev=-7.80 lumo_energy_ha=0.0215
S 1.5300 -2.0227 1.6758
N -0.1237 0.4446 0.2286
N 0.9400 -0.6011 2.1563
C 0.3597 -0.3580 -1.8848
C 0.7328 0.2534 -0.6378
C 0.1654 0.3309 1.6304
C -1.5057 0.7657 -0.1015
H -0.7770 -0.9718 -2.2500
H -1.8346 1.5722 0.6879
H 1.3505 -0.1996 -2.5929
H -2.1843 -0.2621 0.0430
H 1.1369 -1.9396 0.2905
H -0.0887 1.1851 2.3718
H 1.9198 0.6461 -0.3643
H -1.6212 1.1569 -1.2531

---

# 12
133
Properties=species:S:1:pos:R:3 method="wB97M-V/def2-TZVPD" total_energy_ev=-153614.178 homo_energy_ev=-7.71 lumo_energy_ha=0.0036
Sn -0.2914 -0.9030 -0.3384
Se -0.3356 -0.2810 2.7491
P -0.0830 -0.6900 -3.2522
O -1.9227 2.7516 -1.2114
O -0.5273 -2.7651 -1.5677
O -2.5635 3.5522 0.8458
O 0.8873 -4.4928 -1.3744
O 1.7066 -0.8461 0.3942
O -0.5409 2.2006 0.6713
C 0.3555 3.3839 4.5757
C 0.4500 4.2682 3.5124
C 0.1010 2.0557 4.2760
C 5.4864 0.1964 5.3571
C -3.1703 -0.2323 -5.9680
C 0.4335 1.8534 -4.4558
C 3.8329 -2.7968 -0.1889
C 2.1758 -0.6242 4.0355
C -0.1216 2.5898 1.9348
C 0.9737 -2.0644 -5.4544
C 0.5921 -2.1700 -4.1157
C -0.1312 1.6505 2.9700
C -4.7065 4.9070 -2.3413
C 4.5429 -0.3866 -0.4755
C 2.2693 -0.8836 1.5933
C 0.2766 3.9116 2.1786
C -0.7138 4.7494 6.3524
C -2.8293 -0.9418 -3.3145
C 2.6711 2.7251 -4.6228
C 1.7822 4.7604 6.1147
C -5.8739 7.7247 -1.3119
C 0.8951 4.4110 -0.2725
C 1.7485 5.8347 1.5316
C -4.2750 -0.5570 -5.1919
C -3.0082 3.5961 -1.3637
C 4.2822 -0.7476 5.4839
C 1.4660 -3.1586 -6.1425
C 3.3872 -0.2205 6.6079
C 0.6208 2.7491 7.0113
C 5.9131 -1.9750 0.8510
C -7.4280 5.8783 -2.0100
C -0.7184 5.9179 1.0063
C -4.4648 4.9220 0.0499
C 2.3095 0.4985 -3.8022
C -6.9664 6.2852 0.4010
C 0.7229 -3.4065 -3.4749
C 1.3037 2.8871 -4.7774
C -5.1489 5.3473 -1.0918
C 3.6499 -1.1864 1.7241
C 0.9297 0.6440 -3.9810
C 4.2297 -1.1265 2.9797
C 4.7696 -2.1551 5.8616
C -3.6400 4.0298 -2.5049
C 3.5375 -0.8190 4.1545
C 0.5161 3.8967 6.0047
C 1.2286 -4.4987 -4.1731
C -4.1017 -0.9155 -3.8637
C 1.5910 -4.3843 -5.5022
C 0.5288 4.9930 1.1079
C 3.1747 1.5244 -4.1379
C -1.7149 -0.6022 -4.0801
C -1.8980 -0.2467 -5.4151
C -3.4025 4.0650 -0.1195
C 1.5667 -0.6369 2.7854
C 0.3579 -3.6063 -2.0185
C 4.4761 -1.5776 0.4938
C -6.3445 6.2962 -1.0001
B -1.6384 2.8014 0.1496
H 0.6410 5.3079 3.7332
H 1.7529 -3.0514 -7.1810
H 2.5514 -0.8952 6.8001
H 3.3427 3.5403 -4.8590
H 1.5760 3.5637 -0.1749
H 4.9848 0.4795 0.0223
H 4.4425 -3.1142 -1.0382
H -0.8497 5.5494 5.6233
H -6.7272 8.4067 -1.3271
H 0.0340 4.0843 -0.8503
H 1.3150 -5.4386 -3.6447
H 6.1855 -0.1379 4.5910
H -0.4786 6.9315 1.3307
H 1.6707 5.7057 5.5831
H 2.0049 6.5284 0.7302
H 2.6096 5.1914 1.7215
H 0.0628 1.3007 5.0472
H 2.6929 -0.4306 -3.3929
H -1.0834 5.9742 -0.0209
H -1.6172 4.1374 6.3526
H 0.9086 3.8233 -5.1516
H 5.1619 -0.6416 -1.3399
H -7.1875 6.2017 -3.0232
H -1.5345 5.5564 1.6275
H -0.6337 1.9951 -4.5713
H 2.9945 0.7669 6.3562
H 0.7339 3.1509 8.0189
H -6.2630 6.6495 1.1496
H 1.9708 -5.2443 -6.0382
H 3.9642 -0.1333 7.5298
H -0.5958 5.2000 7.3399
H 2.6466 4.2350 5.7059
H -2.6875 -1.2476 -2.2851
H 5.2153 -2.1507 6.8591
H 5.9277 -2.8268 1.5334
H -4.9582 -1.1773 -3.2558
H 4.2414 1.3903 -4.0122
H 0.9022 -1.1099 -5.9586
H 5.2835 -1.3460 3.0647
H 3.7632 -3.6278 0.5152
H -5.1963 5.2684 -3.2359
H -5.2679 -0.5269 -5.6218
H -3.3190 3.7041 -3.4841
H 3.9350 -2.8578 5.8587
H 1.5491 -0.4576 4.9008
H 3.5485 -0.1170 -0.8276
H -7.2853 5.2784 0.6755
H 1.4887 2.1221 6.7976
H 1.9866 4.9948 7.1608
H -8.3830 6.3313 -1.7403
H -0.2754 2.1278 6.9985
H 1.5618 6.4323 2.4224
H -5.3779 7.7758 -2.2820
H 1.3907 5.1823 -0.8622
H 2.8322 -2.5752 -0.5490
H -7.8343 6.9449 0.4191
H -3.2995 0.0270 -7.0112
H -7.5496 4.7945 -2.0145
H 6.0309 0.2481 6.3027
H -1.0524 0.0372 -6.0272
H -5.1747 8.0691 -0.5479
H -4.7237 5.2395 1.0491
H 6.4317 -2.2710 -0.0619
H 5.5176 -2.5153 5.1539
H 6.4694 -1.1469 1.2946
H 5.1542 1.2030 5.0957

---

no.,molecular weight (g/mol)
1,388.92
2,127.19
3,349.43
4,98.10
5,400.49
6,118.20
7,747.33
8,88.15
9,144.12
10,190.93
11,116.19
12,1086.61